1.
C9H14O | wB97M-V/def2-TZVPD

Results
SMILES string: Cc1ccc(O)cc1.CC
HOMO level (eV): -8.624
Net charge: 0
Energy relative to the best compared isomer or geometry (same formula, charge and spin) (kJ/mol): 57.4

Geometry as XYZ:
```
24
Properties=species:S:1:pos:R:3:forces:R:3
C 1.1992 1.3585 -2.5638 -0.7 -1.5 0.5
C 1.3280 0.6554 -1.2283 0.4 1.1 0.9
C 1.4416 1.4501 -0.0796 0.0 -0.6 0.0
C 1.5010 0.8836 1.2036 -1.4 0.1 -0.2
C 1.3900 -0.4849 1.3328 1.0 -1.1 -1.1
O 1.4076 -1.1360 2.5387 -1.5 -0.5 -0.3
C 1.3159 -1.3058 0.1882 -0.6 0.6 0.6
C 1.2442 -0.7174 -1.0518 0.2 -0.1 -0.9
H 1.7626 0.8289 -3.3304 0.4 0.4 -0.1
H 1.4388 2.4053 -2.4354 0.1 0.1 -0.4
H 0.1539 1.1989 -2.8556 0.0 0.6 -0.2
H 1.4151 2.5220 -0.2185 0.1 0.1 0.2
H 1.2345 1.4375 2.0994 0.8 0.4 -0.1
H 2.1635 -0.9233 3.0460 1.2 0.6 0.7
H 1.1462 -2.3694 0.2785 0.3 -0.1 0.2
H 1.1408 -1.3270 -1.9468 0.0 -0.1 0.2
C -2.7485 0.1866 0.6658 1.0 0.4 -0.7
C -2.6085 -1.3251 0.6570 -0.3 0.0 -0.9
H -3.4226 0.5899 -0.0922 -0.5 -0.3 0.3
H -2.9799 0.5665 1.6566 -0.1 0.1 0.0
H -1.7986 0.6322 0.3377 0.1 0.0 0.4
H -1.6404 -1.6223 1.0568 -0.3 -0.2 0.6
H -3.4935 -1.7794 1.1044 0.4 -0.3 0.4
H -2.5909 -1.7251 -0.3629 0.0 0.2 -0.1
```
Forces are in eV/Å.

Atom charges from the Löwdin analysis, given in e for atoms 1 to 6: -0.0475, -0.2898, -0.0453, -0.0228, -0.3357, 0.0393



2.
C9H14O | wB97M-V/def2-TZVPD

Results
SMILES string: Cc1ccc(O)cc1.CC
HOMO level (eV): -8.771
Net charge: 0
Energy relative to the best compared isomer or geometry (same formula, charge and spin) (kJ/mol): 83.7

Geometry as XYZ:
```
24
Properties=species:S:1:pos:R:3:forces:R:3
C 1.1952 1.1564 2.6230 0.7 -0.4 1.4
C 0.6444 0.1857 1.6376 -0.9 0.9 -0.5
C 1.4123 -0.1718 0.5406 -0.7 -0.5 -0.4
C 0.9274 -1.1459 -0.3410 -0.3 0.1 -0.3
C -0.3980 -1.5306 -0.2920 -0.4 0.4 0.9
O -0.9281 -2.3167 -1.2963 0.5 0.9 -0.4
C -1.2333 -1.0582 0.7430 0.8 -1.1 -1.1
C -0.6967 -0.2356 1.6991 0.1 -0.1 0.4
H 1.4336 2.1406 2.2342 0.0 0.1 -0.2
H 2.1042 0.7120 3.0550 0.2 0.3 -0.4
H 0.6015 1.2767 3.5343 -0.5 0.1 -0.4
H 2.2847 0.4079 0.2647 0.5 -0.5 0.5
H 1.5249 -1.6358 -1.0962 0.2 0.5 -0.3
H -1.1004 -3.1741 -0.9578 -0.4 -1.3 0.4
H -2.2236 -1.4937 0.7868 -0.2 0.5 0.1
H -1.3715 0.0852 2.4848 0.3 0.1 0.2
C -1.1515 1.8720 -2.1166 -0.1 -0.4 0.3
C 0.3402 2.2316 -2.3587 -1.2 -0.3 1.4
H -1.4393 0.8799 -2.4694 0.3 0.0 -0.5
H -1.4314 1.7826 -1.0653 0.1 0.5 0.1
H -1.7925 2.5993 -2.6100 -0.2 0.0 0.1
H 0.8723 2.3210 -1.4113 0.0 -0.2 0.1
H 0.3361 3.2499 -2.7364 0.6 -0.3 -0.9
H 0.7935 1.3981 -2.8865 0.4 0.7 -0.7
```
Forces are in eV/Å.

Atom charges from the Löwdin analysis, given in e for atoms 1 to 6: -0.0660, -0.2887, -0.0462, -0.0166, -0.3297, 0.0314



3.
C9H14O | wB97M-V/def2-TZVPD

Results
SMILES string: Cc1ccc(O)cc1.CC
HOMO level (eV): -8.365
Net charge: 0
Energy relative to the best compared isomer or geometry (same formula, charge and spin) (kJ/mol): 34.7

Geometry as XYZ:
```
24
Properties=species:S:1:pos:R:3:forces:R:3
C 1.6538 -1.6538 -0.8494 -0.9 -1.0 1.6
C 1.4568 -0.4431 0.0265 -0.6 -0.1 -1.3
C 1.4003 -0.5554 1.3977 0.9 -0.1 1.0
C 1.3057 0.5640 2.2159 -0.3 0.5 -1.0
C 1.2029 1.8052 1.5953 -0.5 0.7 0.8
O 1.1093 2.9771 2.3246 0.1 -0.3 -0.1
C 1.1196 1.9279 0.2281 0.0 -0.6 -1.5
C 1.1922 0.7855 -0.5771 0.9 0.2 1.3
H 2.3651 -2.3417 -0.3802 0.6 0.4 -0.5
H 1.8338 -1.4357 -1.8927 0.2 -0.1 -0.1
H 0.7560 -2.2849 -0.7225 -0.1 0.3 -0.6
H 1.6117 -1.5098 1.8763 -0.3 0.0 -0.2
H 1.2818 0.5363 3.2886 0.1 -0.3 0.3
H 1.1188 2.7678 3.2648 0.0 0.0 -0.1
H 1.0415 2.8689 -0.2978 -0.1 0.3 0.5
H 1.2012 0.8520 -1.6541 -0.1 0.2 -0.1
C -2.0315 -0.3181 -1.3640 0.7 0.1 0.3
C -3.4030 -0.9279 -1.1080 -0.1 0.4 -0.4
H -1.5433 -0.0451 -0.4221 -0.1 0.0 0.0
H -1.3202 -0.9939 -1.8504 -0.3 -0.1 -0.1
H -2.0576 0.5962 -1.9629 -0.2 -0.1 0.0
H -3.3317 -1.9556 -0.7532 -0.1 0.1 0.1
H -3.9350 -0.3182 -0.3792 0.0 -0.1 0.2
H -4.0284 -0.8978 -2.0044 0.1 -0.3 0.0
```
Forces are in eV/Å.

Atom charges from the Löwdin analysis, given in e for atoms 1 to 6: -0.0578, -0.3087, -0.0547, -0.0173, -0.3211, 0.0334



4.
C9H14O | wB97M-V/def2-TZVPD

Results
SMILES string: Cc1ccccc1.CCO
HOMO level (eV): -8.922
Net charge: 0
Energy relative to the best compared isomer or geometry (same formula, charge and spin) (kJ/mol): 273.9

Geometry as XYZ:
```
24
Properties=species:S:1:pos:R:3:forces:R:3
C -1.6276 1.8401 2.1703 -0.2 -2.1 0.3
C -0.8980 1.6354 0.8315 -0.2 -0.4 0.5
C -0.5277 2.7526 0.0530 -0.4 0.5 -0.4
C 0.6282 2.7656 -0.7272 -2.7 0.8 -0.5
C 1.2618 1.5811 -0.8491 2.0 -0.3 -2.7
C 0.7632 0.4035 -0.3595 -1.3 2.7 1.4
C -0.3104 0.3854 0.5200 0.2 0.0 1.8
H -2.2264 0.9189 2.5108 1.9 0.5 -0.2
H -2.4658 2.4622 2.3311 -0.7 1.8 -1.0
H -0.8382 2.2175 2.8620 -0.7 -0.8 -0.1
H -1.2351 3.5741 -0.0791 0.3 0.1 0.8
H 0.8078 3.5286 -1.5095 0.1 -0.1 1.1
H 2.0300 1.6631 -1.6523 0.0 -1.0 1.0
H 1.3194 -0.4166 -0.4021 2.1 -3.5 -0.8
H -0.4572 -0.6071 1.1223 -0.3 2.3 -1.2
C 0.3980 -3.1240 0.1597 -0.2 0.0 -2.3
C -0.0019 -2.4522 -1.2666 -1.2 -2.4 1.0
O 1.1080 -2.6074 -2.0516 2.0 0.5 -2.1
H 0.3426 -2.5097 1.0308 -0.2 0.6 0.5
H 1.4801 -3.3863 -0.0215 -1.3 -0.2 0.5
H -0.2693 -3.9884 0.2827 0.6 0.0 0.2
H -0.7162 -3.1247 -1.8707 0.5 0.9 1.5
H -0.4406 -1.4551 -1.2456 0.2 -0.1 0.2
H 1.8754 -2.0566 -1.8395 -0.5 0.1 0.3
```
Forces are in eV/Å.

Atom charges from the Löwdin analysis, given in e for atoms 1 to 6: -0.0609, -0.2530, -0.0582, -0.1022, -0.1178, -0.1172